Record 1
{
  "formula": "C4H5NO2",
  "method": "wB97M-V/def2-TZVPD",
  "species": ["C", "C", "O", "N", "C", "C", "O", "H", "H", "H", "H", "H"],
  "positions_angstrom": [[1.74601, -0.34452, -0.00298], [0.26395, -0.26340, -0.05731], [-0.30285, -1.53113, -0.01693], [-1.63549, -1.47534, -0.03805], [-1.96289, -0.24391, 0.01448], [-0.78637, 0.60666, -0.05935], [-0.80354, 1.91382, 0.02526], [1.88337, 0.27635, 0.92016], [2.13267, -1.32088, 0.14394], [2.37865, 0.28767, -0.74472], [-2.98552, -0.06688, 0.08917], [0.07202, 2.16155, -0.27368]],
  "spin_multiplicity": 1,
  "relative_energy_kcal_mol": 62.7,
  "e_lumo_ev": 0.5
}

Record 2
{
  "formula": "C5H6N",
  "method": "wB97M-V/def2-TZVPD",
  "species": ["C", "C", "C", "C", "C", "N", "H", "H", "H", "H", "H", "H"],
  "positions_angstrom": [[2.91121, 1.05331, -0.16780], [-0.16116, -1.06984, -0.52040], [-1.62864, 1.01686, 0.23442], [0.98091, -0.47803, 0.34418], [-1.00738, -0.04091, -0.00038], [2.13496, 0.19917, 0.04422], [3.86505, 1.42326, -0.52520], [-0.46401, -2.07889, -0.29992], [0.13820, -1.02323, -1.56048], [-2.70846, 0.79445, 0.15438], [-1.65600, 1.99186, 0.72683], [0.94539, -0.90832, 1.32450]],
  "spin_multiplicity": 1,
  "relative_energy_kcal_mol": 134.0,
  "e_lumo_ev": [-5.2, -5.2],
  "charge": 1
}

Record 3
{
  "formula": "C32H43BrMgN2P2",
  "method": "wB97M-V/def2-TZVPD",
  "species": ["C", "C", "C", "C", "N", "C", "C", "C", "C", "C", "C", "C", "C", "C", "Mg", "P", "H", "H", "H", "H", "H", "H", "H", "H", "C", "C", "H", "H", "H", "H", "H", "C", "C", "H", "H", "H", "H", "H", "C", "C", "H", "H", "H", "H", "H", "Br", "P", "C", "C", "H", "H", "H", "H", "H", "C", "C", "H", "H", "H", "H", "H", "C", "C", "H", "H", "H", "H", "H", "N", "C", "C", "C", "C", "C", "C", "C", "H", "H", "H", "H", "H"],
  "positions_angstrom": [[2.23831, 4.11473, -0.86410], [1.08969, 3.67199, -1.57203], [1.31057, 3.39763, -2.94856], [2.53972, 3.74837, -3.55070], [3.55504, 4.28618, -2.87316], [3.41124, 4.47717, -1.56109], [-0.13002, 3.40110, -0.86911], [-0.87893, 2.72929, -0.17359], [-2.08899, 2.37030, 0.46906], [-2.43059, 1.19341, 1.24930], [-3.80740, 0.90615, 1.44012], [-4.75750, 1.87953, 1.10935], [-4.42473, 3.14255, 0.57145], [-3.08541, 3.35572, 0.23447], [-1.22022, -0.71826, 0.78919], [1.76004, -0.44564, -0.36340], [0.53951, 2.90759, -3.55167], [2.21635, 4.18833, 0.23162], [2.70371, 3.60582, -4.62677], [4.24902, 4.94713, -1.02821], [-2.78541, 4.30924, -0.22730], [-1.79298, 0.75866, 2.12182], [-5.19947, 3.87720, 0.41525], [-4.09176, -0.00636, 1.95251], [2.50371, -2.14370, -0.11034], [3.69753, -2.71187, -0.87682], [1.64420, -2.81665, -0.25719], [2.72743, -2.15078, 0.96626], [3.81433, -3.75306, -0.53781], [3.55659, -2.73866, -1.96568], [4.64275, -2.19931, -0.65391], [2.12381, -0.14683, -2.16502], [3.53307, 0.26189, -2.56716], [1.41654, 0.63807, -2.47157], [1.81337, -1.06057, -2.69305], [3.55892, 0.39347, -3.66064], [3.83285, 1.21874, -2.11265], [4.27466, -0.50792, -2.30913], [2.99652, 0.62745, 0.52211], [4.46204, 0.20678, 0.62135], [2.57732, 0.70910, 1.54049], [2.90297, 1.63684, 0.08337], [4.98928, 0.94923, 1.23506], [4.58144, -0.76798, 1.10282], [4.96120, 0.17904, -0.35210], [-6.57757, 1.36496, 1.55716], [-1.61587, -1.77617, -1.55007], [-0.45567, -2.61709, -2.67304], [-1.11454, -3.86960, -3.22901], [0.47888, -2.84886, -2.11077], [-0.15614, -1.89911, -3.46530], [-0.38977, -4.38477, -3.86894], [-1.40788, -4.53541, -2.40734], [-1.99665, -3.60416, -3.82709], [-2.77261, -2.82963, -0.55672], [-4.12665, -3.19875, -1.17189], [-2.97069, -2.26487, 0.39402], [-2.20362, -3.73377, -0.26480], [-4.62325, -3.85477, -0.44143], [-4.76461, -2.31536, -1.31992], [-4.01632, -3.74766, -2.11769], [-2.65275, -0.54597, -2.40908], [-3.18571, -0.87708, -3.81286], [-2.03370, 0.37243, -2.42975], [-3.47670, -0.32289, -1.70781], [-3.74741, 0.01469, -4.14273], [-2.36697, -1.06647, -4.53247], [-3.87442, -1.74181, -3.79882], [-0.02227, -0.67045, 2.53976], [0.06564, -0.38251, 3.68369], [0.05780, -0.12525, 5.08868], [-1.15451, 0.12915, 5.78078], [-1.15616, 0.10781, 7.17561], [0.01626, -0.08279, 7.90871], [1.22506, -0.21471, 7.21668], [1.26804, -0.22028, 5.81428], [-2.07101, 0.33337, 5.21432], [-2.09324, 0.23575, 7.70192], [-0.00233, -0.12207, 9.00254], [2.16093, -0.32449, 7.76809], [2.22604, -0.30252, 5.27849]],
  "spin_multiplicity": 1,
  "e_lumo_ev": -6.3,
  "charge": 2
}

Record 4
{
  "formula": "C3H7N2O",
  "method": "wB97M-V/def2-TZVPD",
  "species": ["C", "C", "N", "C", "N", "H", "H", "H", "H", "H", "H", "H", "O"],
  "positions_angstrom": [[-0.43862, 2.15767, 0.53976], [0.28304, 0.99561, 0.62852], [0.07657, 0.38897, -0.60688], [-0.62996, 1.14061, -1.42117], [-0.95543, 2.22861, -0.71565], [-0.51205, 2.96538, 1.24715], [0.83702, 0.41750, 1.34335], [0.51235, -0.48555, -0.86034], [-0.69175, 1.01274, -2.48321], [-1.48053, 3.01782, -1.04307], [0.67333, -4.05499, 1.56212], [1.39147, -5.28957, 1.05879], [0.93457, -4.49479, 0.75062]],
  "spin_multiplicity": 1,
  "relative_energy_kcal_mol": 10.1,
  "e_lumo_ev": -3.5,
  "charge": 1
}

Table of max |F| (Eh/bohr), in record order: 0.085 0.075 0.061 0.036
Table of E (a.u.), in record order: -360.5695 -248.4021 -4810.8809 -303.0239